i.
Entry from the Open Molecules 2025 dataset: a cluster of 6 separate species, C12H36O6S6 in total (ωB97M-V/def2-TZVPD).

HOMO-LUMO gap in eV: 9.024

Geometry (Å):
1 C -0.6967 0.6590 -3.8960
2 S -2.1659 -0.1942 -3.3294
3 O -3.2672 0.7783 -3.2285
4 C -2.4382 -1.0986 -4.8640
5 H -0.8425 1.1207 -4.8720
6 H 0.0489 -0.1408 -3.9185
7 H -0.3563 1.4138 -3.1970
8 H -1.8268 -1.9996 -4.8817
9 H -2.2006 -0.4574 -5.7122
10 H -3.5001 -1.3305 -4.8972
11 C -0.5045 3.5957 3.1926
12 S -2.2283 3.9572 3.3631
13 O -2.9159 3.6263 2.0990
14 C -2.5811 2.6269 4.5081
15 H 0.0027 3.9000 4.1096
16 H -0.0691 4.0931 2.3288
17 H -0.3085 2.5253 3.0961
18 H -3.6544 2.4519 4.5002
19 H -2.1697 2.8750 5.4851
20 H -2.1329 1.6928 4.1585
21 C 1.4650 -2.3966 5.6792
22 S 0.1207 -2.0087 4.5627
23 O 0.5450 -0.7821 3.8502
24 C 0.3753 -3.3945 3.4659
25 H 2.3911 -2.5687 5.1330
26 H 1.2286 -3.2687 6.2894
27 H 1.5717 -1.5199 6.3161
28 H 0.0558 -4.3130 3.9622
29 H 1.4216 -3.4793 3.1689
30 H -0.1940 -3.3024 2.5415
31 C 1.7179 3.2811 -2.6988
32 S 2.6791 2.4315 -3.9328
33 O 3.7936 3.3135 -4.3386
34 C 3.2697 1.1639 -2.8191
35 H 0.9631 3.9653 -3.0858
36 H 2.3767 3.8961 -2.0781
37 H 1.2102 2.5822 -2.0327
38 H 3.6273 1.5924 -1.8846
39 H 4.0408 0.5677 -3.3029
40 H 2.4184 0.4971 -2.6631
41 C -0.8573 0.1460 1.2311
42 S 0.0547 1.2170 0.1369
43 O 0.4285 0.3935 -1.0547
44 C -1.3459 2.2029 -0.3893
45 H -1.6416 -0.3710 0.6751
46 H -1.3453 0.7638 1.9846
47 H -0.1749 -0.5613 1.6964
48 H -0.9936 2.7966 -1.2349
49 H -1.8518 2.7853 0.3781
50 H -2.0723 1.5136 -0.8348
51 C 0.3446 -5.0100 -1.3281
52 S 0.6953 -3.5696 -0.2989
53 O 1.9409 -3.8034 0.4785
54 C 1.0953 -2.4074 -1.5897
55 H -0.6873 -5.3408 -1.2651
56 H 0.9480 -5.8172 -0.9015
57 H 0.7317 -4.8697 -2.3342
58 H 1.4133 -2.8748 -2.5219
59 H 1.8536 -1.7219 -1.2241
60 H 0.1934 -1.8229 -1.7806


ii.
Entry from the Open Molecules 2025 dataset: a cluster of 6 separate species, C12H36O6S6 in total (ωB97M-V/def2-TZVPD).

HOMO-LUMO gap in eV: 8.736

Geometry (Å):
1 C 2.0596 -1.3336 -1.2161
2 S 2.0358 -2.2858 0.3516
3 O 0.8612 -1.7643 1.1255
4 C 3.4566 -1.4338 1.1412
5 H 1.2534 -1.8013 -1.7749
6 H 3.0301 -1.1876 -1.6826
7 H 1.7333 -0.3198 -0.9620
8 H 3.9138 -2.0385 1.9196
9 H 2.9588 -0.5451 1.5306
10 H 4.2458 -1.1076 0.4639
11 C 0.3793 1.8543 -2.7040
12 S 2.0553 2.4645 -3.0813
13 O 2.3413 2.1275 -4.5056
14 C 1.5655 4.2143 -3.0987
15 H 0.1321 2.1919 -1.6989
16 H 0.3441 0.7710 -2.7054
17 H -0.2961 2.2925 -3.4359
18 H 1.0139 4.4396 -4.0071
19 H 2.4582 4.8335 -3.0078
20 H 0.9868 4.4491 -2.2038
21 C -0.4017 -4.3197 -1.7292
22 S -1.3793 -2.7801 -1.9208
23 O -2.2805 -3.1068 -3.0811
24 C -2.3208 -3.1992 -0.4142
25 H 0.2918 -4.3741 -0.8881
26 H 0.2704 -4.3760 -2.5930
27 H -1.0755 -5.1704 -1.7528
28 H -1.6477 -3.1124 0.4401
29 H -2.8567 -4.1403 -0.4659
30 H -3.0147 -2.3654 -0.2643
31 C -2.5723 2.1438 0.2745
32 S -2.5655 0.3696 -0.0759
33 O -1.5494 0.2782 -1.1738
34 C -1.9723 -0.1866 1.5916
35 H -1.5665 2.5086 0.0711
36 H -2.9939 2.4697 1.2255
37 H -3.2089 2.6465 -0.4600
38 H -1.0069 0.2356 1.8687
39 H -1.8636 -1.2648 1.6350
40 H -2.7719 0.1684 2.2417
41 C -2.4252 -5.8815 2.5358
42 S -0.6912 -6.2724 2.3650
43 O -0.5639 -6.4657 0.8808
44 C 0.0228 -4.6318 2.7562
45 H -2.9990 -6.7119 2.1305
46 H -2.5764 -5.0141 1.8859
47 H -2.8728 -5.6278 3.4978
48 H 0.0201 -4.4086 3.8229
49 H -0.6033 -3.8598 2.2999
50 H 1.0111 -4.4893 2.3293
51 C 2.0167 7.2179 1.9380
52 S 0.2505 6.8994 1.4727
53 O -0.2412 7.9852 0.5939
54 C 0.5817 5.4728 0.3500
55 H 1.9306 7.4987 2.9814
56 H 2.3843 8.0368 1.3234
57 H 2.5830 6.3147 1.7266
58 H 1.0532 4.6419 0.8697
59 H 1.2670 5.9077 -0.3917
60 H -0.1908 5.1424 -0.3456


How do the energies compare? Relative to the most stable structure, in kJ/mol: i 0.0; ii 112.0.


i.
Entry from the Open Molecules 2025 dataset: a cluster of 2 separate species, C2H8NO in total (ωB97M-V/def2-TZVPD).

HOMO-LUMO gap (alpha / beta) in eV: 6.084 / 10.262
⟨S²⟩: 0.75
Spin multiplicity: 2

Geometry (Å):
1 O -0.3332 -0.2693 -2.6049
2 H 0.3247 0.6509 -0.4569
3 H -0.1171 -0.9059 -3.2573
4 H -0.8957 0.2528 -3.1535
5 C 0.1674 0.9388 1.5730
6 C 0.1486 -1.1421 0.6141
7 N 0.2540 0.1156 0.3801
8 H 1.3078 1.1991 1.7374
9 H -0.2451 0.5155 2.4098
10 H -0.3380 1.8645 1.3533
11 H 0.3243 -1.9680 -0.0472
12 H -0.5976 -1.2521 1.4521


ii.
Entry from the Open Molecules 2025 dataset: a cluster of 2 separate species, C2H8NO in total (ωB97M-V/def2-TZVPD).

HOMO-LUMO gap (alpha / beta) in eV: 3.642 / 8.414
⟨S²⟩: 0.75
Spin multiplicity: 2

Geometry (Å):
1 C 0.6221 -1.0111 0.1061
2 C 1.9832 -1.0858 0.1069
3 N -0.0761 0.2687 0.6161
4 H -0.1883 -1.5702 -0.3328
5 H 2.5280 -1.9046 -0.3427
6 H 2.5715 -0.4894 0.7904
7 H -0.3710 0.7999 -0.2141
8 H 0.5251 0.9661 1.0640
9 H -0.8471 -0.0412 1.1952
10 H -1.9117 0.8595 -1.4802
11 H -2.7860 1.9013 -0.8695
12 O -2.0498 1.3068 -0.6395


How do the energies compare? Relative to the most stable structure, in kJ/mol: i 0.0; ii 140.7.


i.
Entry from the Open Molecules 2025 dataset: an isolated molecule of C3H3N3OS (ωB97M-V/def2-TZVPD).

HOMO-LUMO gap in eV: 8.419

Geometry (Å):
1 C 0.3131 -0.0351 0.2951
2 C 1.4946 0.0147 -0.4409
3 C -0.9594 0.2359 -0.2693
4 H 0.1299 -1.1023 2.6578
5 H 2.4246 0.2323 0.0738
6 H -1.8186 0.6715 1.1861
7 N -0.1823 -0.4891 -2.3351
8 N -1.0570 -0.3791 -1.6914
9 N -2.0791 0.6398 0.1977
10 O 1.5070 -0.0463 -1.7121
11 S 0.2273 0.2578 2.0383


ii.
Entry from the Open Molecules 2025 dataset: an isolated molecule of C3H3N3OS (ωB97M-V/def2-TZVPD).

HOMO-LUMO gap in eV: 8.422

Geometry (Å):
1 H 2.1436 -1.4169 -1.1242
2 N 1.9828 -0.2978 -0.7748
3 C 0.9369 0.1198 -0.0568
4 N 0.8791 1.5680 -0.0560
5 N -0.0253 2.3927 -0.1380
6 O -1.3929 1.7715 -0.0131
7 C -1.4059 0.4864 0.1267
8 C -0.2704 -0.4257 0.3330
9 S -0.6708 -2.0518 0.3071
10 H -2.3994 -0.0538 -0.0399
11 H 0.2223 -2.0923 1.4358


iii.
Entry from the Open Molecules 2025 dataset: an isolated molecule of C3H3N3OS (ωB97M-V/def2-TZVPD).

HOMO-LUMO gap in eV: 9.071

Geometry (Å):
1 O 0.8941 -0.2512 -2.6350
2 C 0.4735 0.1065 -1.3544
3 N -0.7594 -0.4097 -1.2055
4 C -1.1543 -0.4498 0.0140
5 C -0.3010 0.1406 1.0808
6 S -0.8895 -0.1334 2.6981
7 N 0.7957 0.7422 0.8542
8 N 1.2440 0.5872 -0.4888
9 H 1.7984 0.0044 -2.6905
10 H -2.0691 -1.0248 0.3894
11 H -0.0323 0.6879 3.3376


How do the energies compare? Relative to the most stable structure, in kJ/mol: i 255.8; ii 363.2; iii 0.0.


i.
Entry from the Open Molecules 2025 dataset: a cluster of 2 separate species, C5H10N in total (ωB97M-V/def2-TZVPD).

HOMO-LUMO gap (alpha / beta) in eV: 7.930 / 6.440
⟨S²⟩: 2.02
Net charge: +1
Spin multiplicity: 3

Geometry (Å):
1 C 0.8077 1.3173 -1.1638
2 C -0.3294 -0.9834 0.8379
3 C 0.6935 1.2367 0.1084
4 C -1.0023 -2.0703 0.4639
5 C 1.0415 2.1872 1.2032
6 N -1.2290 -1.9881 -1.0592
7 H 1.4213 2.2247 -1.5063
8 H 0.3061 0.6676 -1.9465
9 H -0.1863 -0.8851 1.8433
10 H -1.2597 -3.1212 0.8584
11 H 0.4925 3.0737 1.0483
12 H 2.1145 2.6153 1.2275
13 H 0.8381 1.7941 2.1839
14 H -0.8211 -1.0635 -1.3331
15 H -2.1995 -2.1697 -1.4195
16 H -0.6880 -2.8353 -1.3465


ii.
Entry from the Open Molecules 2025 dataset: the ion C5H10N with charge +1 (ωB97M-V/def2-TZVPD).

HOMO-LUMO gap (alpha / beta) in eV: 7.900 / 9.925
⟨S²⟩: 2.01
Net charge: +1
Spin multiplicity: 3

Geometry (Å):
1 C 0.7007 -1.0863 0.9307
2 C -0.2444 -0.3587 1.5186
3 C 0.6603 -0.5201 -0.3684
4 C 1.7644 0.3489 -0.8937
5 C -1.9494 0.3404 -0.2105
6 N -0.5029 0.3812 0.2315
7 H 1.5383 -1.6733 1.2988
8 H -0.8960 -0.3884 2.3518
9 H 0.0819 -1.0664 -1.0393
10 H 1.4588 0.8566 -1.7278
11 H 2.6553 -0.2358 -1.2062
12 H 2.1128 1.0840 -0.1605
13 H -2.4169 -0.5588 0.1094
14 H -2.5003 1.2386 0.2643
15 H -2.1107 0.2565 -1.3087
16 H -0.3521 1.3816 0.2100


How do the energies compare? Relative to the most stable structure, in kJ/mol: i 126.2; ii 0.0.


i.
Entry from the Open Molecules 2025 dataset: a cluster of 2 separate species, C6H12N2O in total (ωB97M-V/def2-TZVPD).

HOMO-LUMO gap in eV: 9.039

Geometry (Å):
1 H -0.7380 1.0259 1.4157
2 N -1.5207 0.3827 1.4372
3 C -1.5042 -0.5540 0.5768
4 C -2.7505 -1.4000 0.5465
5 N -0.3819 -1.1520 -0.1003
6 H -3.4998 -0.9807 1.2124
7 H -2.5500 -2.4028 0.9289
8 H -3.1958 -1.4367 -0.4471
9 H -0.4129 -1.1374 -1.1139
10 H -0.1916 -2.1301 0.0975
11 C 2.4829 0.8413 -1.3097
12 C 1.3851 0.5195 -0.5580
13 C 1.7194 0.2727 0.8859
14 C 0.0826 1.4746 -1.0670
15 O -0.6960 1.0852 -1.9013
16 H 2.4114 1.0817 -2.3610
17 H 3.3860 1.2631 -0.8959
18 H 1.9548 -0.7881 1.0022
19 H 2.6708 0.7021 1.1932
20 H 1.0211 0.7685 1.5569
21 H 0.3274 2.5644 -1.0992


ii.
Entry from the Open Molecules 2025 dataset: a cluster of 2 separate species, C6H12N2O in total (ωB97M-V/def2-TZVPD).

HOMO-LUMO gap in eV: 10.114

Geometry (Å):
1 C 1.3512 0.9039 1.7270
2 C 1.4739 0.9985 0.2353
3 C 2.1462 -0.1293 -0.4896
4 N 1.2117 2.3106 -0.4782
5 N 0.2345 1.6078 -0.4866
6 H 0.9118 -0.0515 2.0136
7 H 2.3494 0.9680 2.1621
8 H 0.7530 1.7196 2.1324
9 H 3.1703 -0.2088 -0.1247
10 H 1.6374 -1.0735 -0.2913
11 H 2.1779 0.0530 -1.5633
12 C -2.3452 -0.2417 0.5432
13 C -1.3297 -1.1015 -0.1639
14 C -1.3485 -0.9994 -1.6669
15 O -0.5428 -1.7997 0.4312
16 H -3.3443 -0.4325 0.1564
17 H -2.1055 0.8042 0.3553
18 H -2.3230 -0.4328 1.6134
19 H -0.5817 -1.6346 -2.1017
20 H -2.3231 -1.2955 -2.0483
21 H -1.1735 0.0353 -1.9554


How do the energies compare? Relative to the most stable structure, in kJ/mol: i 228.1; ii 0.0.


i.
Entry from the Open Molecules 2025 dataset: a cluster of 2 separate species, C6H12N2O in total (ωB97M-V/def2-TZVPD).

HOMO-LUMO gap in eV: 10.114

Geometry (Å):
1 H -1.1470 1.8596 0.7515
2 N -0.4865 1.4281 1.3961
3 C 0.4252 0.7413 0.8346
4 C 1.4747 0.0868 1.6775
5 C 0.7041 0.9077 -0.6437
6 C 1.9913 1.5985 -1.0103
7 O -0.1141 0.5524 -1.4644
8 H 1.6615 -0.9239 1.3199
9 H 2.4112 0.6423 1.6318
10 H 1.1402 0.0605 2.7123
11 H 2.0184 1.8031 -2.0786
12 H 2.1004 2.5217 -0.4476
13 H 2.8261 0.9435 -0.7695
14 H 0.0568 -2.8682 -0.7302
15 N -0.8545 -2.5220 -1.0326
16 C -1.4010 -1.6853 -0.2788
17 C -2.7279 -1.0946 -0.5851
18 H -0.9234 -1.2413 0.6794
19 H -3.0223 -1.3505 -1.5987
20 H -3.4702 -1.4474 0.1282
21 H -2.6630 -0.0123 -0.4918


ii.
Entry from the Open Molecules 2025 dataset: an isolated molecule of C6H12N2O (ωB97M-V/def2-TZVPD).

HOMO-LUMO gap in eV: 9.768

Geometry (Å):
1 C -0.3033 0.0594 -1.8255
2 C -0.8700 -0.1559 -0.6274
3 C -2.3097 -0.4826 -0.4037
4 C -0.0537 0.2387 0.5833
5 N -0.6623 1.3988 1.2142
6 N 0.0571 -0.7799 1.5967
7 C 1.3442 0.6982 -0.0513
8 C 2.4224 -0.3549 -0.0660
9 O 1.5946 1.8798 -0.1799
10 H 0.7290 -0.0744 -2.1047
11 H -0.9068 0.0238 -2.7232
12 H -2.4096 -1.5036 -0.0292
13 H -2.7375 0.1810 0.3462
14 H -2.8741 -0.3902 -1.3293
15 H -0.8325 2.1412 0.5434
16 H 0.0109 1.7814 1.8761
17 H 0.5980 -1.6230 1.4447
18 H -0.8243 -1.1799 1.8992
19 H 2.0675 -1.2596 -0.5570
20 H 3.3097 0.0185 -0.5727
21 H 2.6504 -0.6169 0.9660


iii.
Entry from the Open Molecules 2025 dataset: a structure of composition C6H12N2O (ωB97M-V/def2-TZVPD).

HOMO-LUMO gap in eV: 8.285

Geometry (Å):
1 C -0.2761 -1.2043 0.0590
2 C -1.2611 -1.5935 1.1734
3 C 0.0189 1.8172 -0.6124
4 C 1.2226 0.0387 0.4035
5 N -0.1892 2.7928 -1.5457
6 N -0.7575 -1.2065 -1.2987
7 C 1.2291 1.1536 -0.4395
8 C 1.9590 -0.4185 1.4016
9 O -1.0305 1.3724 0.0234
10 H -0.6714 0.2696 0.2860
11 H 0.5100 -1.9605 0.0759
12 H -1.0379 3.3260 -1.4559
13 H 0.6130 3.2661 -1.9259
14 H -1.5785 -0.6286 -1.4209
15 H -0.9083 -2.1353 -1.6708
16 H 2.0951 1.3873 -1.0426
17 H -0.7884 -1.4812 2.1506
18 H -2.1457 -0.9545 1.1466
19 H -1.5829 -2.6324 1.0571
20 H 1.8372 -1.4097 1.8155
21 H 2.7427 0.2012 1.8196


How do the energies compare? Relative to the most stable structure, in kJ/mol: i 8.9; ii 0.0; iii 189.7.


i.
Entry from the Open Molecules 2025 dataset: an isolated molecule of C6H12N2O (ωB97M-V/def2-TZVPD).

HOMO-LUMO gap in eV: 9.047

Geometry (Å):
1 C 0.5687 -3.5923 -1.2163
2 N 0.6962 -2.4531 -0.3311
3 C 0.0550 -1.2450 -0.5572
4 O -0.6891 -0.9986 -1.5255
5 C 0.5363 -0.2116 0.3258
6 C 0.1112 1.1159 0.3747
7 C 0.9324 1.9781 1.3495
8 N -0.7016 1.8553 -0.3802
9 C -1.8968 2.5667 0.1972
10 H 0.7077 -4.5340 -0.6131
11 H -0.4196 -3.4896 -1.7832
12 H 1.4352 -3.7720 -1.9502
13 H 1.1966 -2.6535 0.5377
14 H 1.3394 -0.6655 0.9442
15 H 0.5656 1.8828 2.3414
16 H 1.0425 3.0216 1.1694
17 H 1.9928 1.5037 1.3457
18 H -0.8712 1.3098 -1.2620
19 H -2.7756 2.0084 0.3134
20 H -2.0772 3.3789 -0.4962
21 H -1.7482 2.9940 1.2159


ii.
Entry from the Open Molecules 2025 dataset: a cluster of 2 separate species, C6H12N2O in total (ωB97M-V/def2-TZVPD).

HOMO-LUMO gap in eV: 9.715

Geometry (Å):
1 C -2.1635 0.0046 -0.9007
2 C -1.5619 1.0113 0.0245
3 C -1.7857 2.3315 0.1828
4 N -0.8247 2.7976 1.0902
5 C -0.1445 1.6490 1.5160
6 N -0.5347 0.6039 0.8938
7 H -3.2313 0.2119 -1.0047
8 H -2.1825 -0.9679 -0.4092
9 H -1.6878 0.1098 -1.8746
10 H -2.3181 3.1210 -0.3167
11 H -0.8451 3.7225 1.4902
12 H 0.4817 1.8515 2.3669
13 C 1.3130 -2.4884 -0.1199
14 C 1.8152 -1.1093 -0.4193
15 O 3.2243 -1.1920 -0.8536
16 H 2.0420 -2.9310 0.5775
17 H 1.3085 -3.0533 -1.0529
18 H 0.3395 -2.5500 0.3593
19 H 1.3201 -0.7041 -1.3087
20 H 1.9121 -0.3513 0.3516
21 H 3.5236 -2.0673 -0.5923


How do the energies compare? Relative to the most stable structure, in kJ/mol: i 38.5; ii 0.0.


i.
Entry from the Open Molecules 2025 dataset: an isolated molecule of C6H12N2O (ωB97M-V/def2-TZVPD).

HOMO-LUMO gap in eV: 8.544

Geometry (Å):
1 H 2.9133 1.0534 0.9009
2 N 1.9371 1.1636 1.1593
3 C 1.1235 0.3632 0.6389
4 C -0.3398 0.4444 1.0317
5 N -1.2499 0.4762 -0.0800
6 C -1.6643 1.7835 -0.5131
7 C -1.9220 -0.6437 -0.4945
8 C -1.7096 -1.9051 -0.1280
9 O 1.3621 -0.6431 -0.2287
10 C 2.7009 -0.9518 -0.5493
11 H -0.4543 1.3459 1.6414
12 H -0.5614 -0.4279 1.6551
13 H -2.2910 2.2825 0.2389
14 H -2.2289 1.7073 -1.4404
15 H -0.7865 2.4085 -0.6945
16 H -2.6948 -0.4272 -1.2209
17 H -0.9397 -2.2024 0.5597
18 H -2.3097 -2.6933 -0.5422
19 H 2.6585 -1.8185 -1.2050
20 H 3.1846 -0.1197 -1.0785
21 H 3.2719 -1.1960 0.3494


ii.
Entry from the Open Molecules 2025 dataset: a cluster of 2 separate species, C6H12N2O in total (ωB97M-V/def2-TZVPD).

HOMO-LUMO gap (alpha / beta) in eV: 8.858 / 7.109

Geometry (Å):
1 C -1.7561 1.6915 -0.9006
2 C 0.3565 1.2041 0.0725
3 O -0.9578 1.3641 0.2564
4 N 1.2347 1.9288 -0.4355
5 H 0.9106 2.8539 -0.7422
6 H 0.1755 -0.0668 1.7956
7 H -1.6465 0.8973 -1.6401
8 H -2.7838 1.7445 -0.5493
9 H -1.4541 2.6557 -1.3175
10 C 2.1460 -0.9857 -0.0965
11 C 0.6337 -0.9309 -0.0846
12 C -0.0180 -1.0484 1.2827
13 C -1.4174 -1.3122 1.2822
14 N -0.1108 -1.2359 -1.1088
15 H 0.4520 -1.2465 -1.9604
16 H 0.5685 -1.7392 1.9063
17 H 2.5730 -0.4934 0.7778
18 H 2.5395 -0.4891 -0.9825
19 H 2.4662 -2.0323 -0.1028
20 H -1.9223 -1.5135 0.3491
21 H -1.9894 -1.2460 2.1982


How do the energies compare? Relative to the most stable structure, in kJ/mol: i 0.0; ii 400.4.